# 1
Entry from OMol25: a structure of composition C36H37NP2PdSe (ωB97M-V/def2-TZVPD).

```
! RIJCOSX wB97M-V def2-TZVPD def2/J DEFGRID3
* xyz 0 3
Pd 1.155 -1.328 -0.343
C 2.925 -1.803 -1.176
C 2.574 -0.529 -1.683
C 1.908 -0.283 -3.014
C 0.658 -1.183 -3.254
C 0.002 -1.685 -1.996
C 0.200 -2.892 -1.294
C 1.351 -3.834 -1.402
C 2.648 -3.120 -1.862
C -2.265 0.628 1.755
H 3.635 -1.819 -0.340
H 2.994 0.365 -1.200
H 2.598 -0.436 -3.860
H 1.597 0.772 -3.095
H -0.111 -0.602 -3.795
H 0.947 -2.021 -3.901
H -0.899 -1.123 -1.714
H -0.670 -3.274 -0.787
H 1.142 -4.717 -2.013
H 1.487 -4.190 -0.367
H 3.470 -3.796 -1.624
H 2.597 -2.998 -2.940
H -1.516 -0.085 2.124
H -3.210 0.478 2.301
H -1.895 1.650 1.905
P 1.176 1.163 0.639
P -2.660 0.376 0.033
C -0.063 1.571 -0.637
C -1.379 1.228 -0.883
C 2.067 2.740 0.601
C 2.587 3.613 -0.373
C 3.156 4.821 0.044
C 3.170 5.206 1.391
C 2.590 4.362 2.347
C 2.060 3.146 1.960
C 2.980 0.221 1.374
C 2.724 -1.005 2.000
C 3.748 -1.847 2.429
C 5.073 -1.393 2.397
C 5.347 -0.138 1.852
C 4.307 0.676 1.333
C -4.180 1.259 -0.305
C -4.101 2.658 -0.257
C -5.274 3.410 -0.262
C -6.514 2.776 -0.406
C -6.573 1.388 -0.584
C -5.407 0.620 -0.541
C -2.977 -1.402 -0.205
C -2.678 -2.327 0.815
C -2.964 -3.687 0.642
C -3.548 -4.142 -0.543
C -3.852 -3.233 -1.559
C -3.563 -1.873 -1.400
H 0.371 2.244 -1.393
H -1.837 1.667 -1.792
H 2.590 3.347 -1.438
H 3.611 5.507 -0.670
H 3.616 6.146 1.717
H 2.560 4.639 3.397
H 1.667 2.450 2.714
H 1.699 -1.377 2.153
H 3.511 -2.856 2.775
H 5.871 -2.037 2.768
H 6.384 0.208 1.806
H 4.538 1.655 0.904
H -3.122 3.140 -0.221
H -5.216 4.489 -0.144
H -7.436 3.359 -0.382
H -7.526 0.885 -0.741
H -5.436 -0.458 -0.695
H -2.231 -1.983 1.750
H -2.746 -4.380 1.458
H -3.785 -5.204 -0.663
H -4.327 -3.572 -2.477
H -3.803 -1.161 -2.191
Se 1.697 1.054 5.429
C 0.729 0.228 4.192
N 0.048 -0.352 3.415
*
```

---

# 2
Entry from OMol25: a structure of composition C36H38KN4O3S (ωB97M-V/def2-TZVPD).

```
! RIJCOSX wB97M-V def2-TZVPD def2/J DEFGRID3
* xyz 1 1
K 0.028 -0.142 -1.339
C -5.521 1.402 4.044
C -4.611 1.360 2.849
C -4.635 2.296 1.864
C -3.765 2.224 0.741
C -3.867 3.209 -0.242
N -3.128 3.263 -1.325
C -3.302 4.269 -2.361
C -2.361 5.466 -2.262
C -0.915 5.224 -2.688
N -0.111 4.470 -1.740
C 0.628 5.038 -0.816
C 1.447 4.351 0.080
C 2.186 5.103 1.035
C 3.015 4.506 1.929
C 3.812 5.272 2.948
C 3.104 3.092 1.873
C 2.419 2.294 0.993
C 2.619 0.845 1.147
N 1.967 -0.084 0.591
C 2.297 -1.443 0.989
C 1.252 -2.049 1.926
C -0.099 -2.404 1.304
N -0.892 -1.226 0.986
C -1.879 -0.980 1.736
C -2.791 0.172 1.663
C -3.670 0.309 2.707
C -2.812 1.148 0.588
O -2.073 1.073 -0.431
C 1.547 2.910 0.009
O 0.918 2.251 -0.863
H -6.168 2.277 4.012
H -4.952 1.440 4.974
H -6.158 0.517 4.087
H -5.334 3.125 1.921
H -4.614 3.991 -0.126
H -2.459 2.481 -1.381
H -4.333 4.622 -2.308
H -3.186 3.781 -3.330
H -2.385 5.873 -1.247
H -2.761 6.242 -2.920
H -0.427 6.186 -2.846
H -0.890 4.698 -3.645
H -0.011 3.444 -1.746
H 0.592 6.124 -0.767
H 2.075 6.183 1.035
H 3.619 6.341 2.872
H 4.883 5.115 2.815
H 3.560 4.958 3.963
H 3.759 2.603 2.590
H 3.416 0.600 1.867
H 3.278 -1.472 1.484
H 2.364 -2.059 0.091
H 1.096 -1.383 2.780
H 1.679 -2.975 2.321
H -0.646 -3.063 1.993
H 0.073 -2.953 0.375
H -2.116 -1.658 2.571
H -3.640 -0.444 3.490
O 0.692 -2.654 -2.003
S 1.563 -3.656 -2.705
C 0.553 -5.107 -2.942
C 1.094 -6.196 -3.613
C 0.303 -7.313 -3.821
C -1.013 -7.327 -3.372
C -1.541 -6.227 -2.715
C -0.756 -5.101 -2.497
C 2.676 -4.279 -1.454
C 4.003 -3.894 -1.542
C 4.877 -4.222 -0.512
C 4.412 -4.922 0.589
C 3.077 -5.311 0.666
C 2.202 -4.993 -0.357
H 2.120 -6.173 -3.961
H 0.710 -8.171 -4.339
H -1.628 -8.201 -3.542
H -2.568 -6.240 -2.372
H -1.142 -4.223 -1.995
H 4.350 -3.337 -2.404
H 5.916 -3.928 -0.573
H 5.092 -5.175 1.391
H 2.724 -5.869 1.524
H 1.163 -5.293 -0.313
*
```

---

# 3
Entry from OMol25: a cluster of 13 separate species, C36H38O31 in total (ωB97M-V/def2-TZVPD).

```
! RIJCOSX wB97M-V def2-TZVPD def2/J DEFGRID3
* xyz 0 1
C 8.002 24.038 16.597
C 7.418 22.872 16.224
C 7.594 22.238 14.890
O 7.145 21.161 14.570
C 8.197 23.181 13.970
C 8.668 24.382 14.274
C 8.776 24.873 15.660
O 9.478 25.860 16.000
O 9.195 25.209 13.324
O 6.719 22.199 17.189
H 7.824 24.394 17.601
H 8.268 23.068 12.899
H 9.524 26.051 13.647
H 6.395 21.357 16.860
C 8.373 22.306 4.566
C 8.173 23.549 4.882
C 7.988 24.035 6.273
O 7.785 25.216 6.575
C 8.151 22.982 7.280
C 8.456 21.716 6.957
C 8.456 21.222 5.576
O 8.453 20.081 5.245
O 8.563 20.793 7.986
O 8.002 24.489 3.928
H 8.218 22.078 3.522
H 7.896 23.242 8.297
H 8.296 19.965 7.580
H 7.989 25.284 4.466
C 5.716 27.483 11.356
C 4.743 26.580 11.724
C 3.649 26.843 12.732
O 2.888 25.982 13.154
C 3.635 28.281 13.116
C 4.442 29.215 12.589
C 5.660 28.906 11.765
O 6.466 29.765 11.350
O 4.251 30.549 12.719
O 4.818 25.308 11.196
H 6.397 27.142 10.591
H 2.748 28.605 13.640
H 4.838 30.969 12.086
H 3.947 24.938 11.355
C 3.381 19.508 9.883
C 2.884 19.599 11.110
C 2.574 18.540 12.017
O 1.909 18.654 12.998
C 3.186 17.323 11.583
C 3.794 17.132 10.407
C 3.897 18.236 9.378
O 4.342 18.081 8.216
O 4.439 15.940 10.118
O 2.360 20.761 11.604
H 3.372 20.426 9.314
H 3.362 16.523 12.287
H 5.000 16.013 9.341
H 1.863 20.462 12.368
C 2.959 28.033 6.313
C 3.491 27.490 5.162
C 3.294 26.027 4.796
O 3.553 25.539 3.731
C 2.612 25.284 5.847
C 2.178 25.812 6.987
C 2.220 27.224 7.306
O 1.758 27.710 8.330
O 1.678 24.965 7.949
O 4.235 28.239 4.259
H 3.083 29.099 6.437
H 2.582 24.210 5.736
H 1.294 25.489 8.656
H 4.503 27.671 3.533
C 6.340 33.198 3.355
C 7.170 32.148 3.215
C 7.816 31.321 4.307
O 8.609 30.367 4.085
C 7.324 31.720 5.634
C 6.471 32.819 5.769
C 6.004 33.707 4.653
O 5.317 34.728 4.822
O 5.787 33.062 6.904
O 7.645 31.840 1.961
H 6.129 33.737 2.443
H 7.593 31.175 6.526
H 5.081 33.709 6.829
H 8.029 30.962 2.028
O 10.108 19.505 0.210
H 9.661 19.720 -0.610
H 9.464 19.003 0.709
O 8.350 25.091 -1.790
H 8.236 24.747 -0.904
H 8.839 25.905 -1.671
O 11.769 17.004 6.926
H 12.535 16.466 7.124
H 11.991 17.444 6.105
O 4.370 19.210 3.273
H 4.866 18.611 2.714
H 4.651 18.997 4.162
O 12.227 23.340 1.974
H 12.069 22.491 1.560
H 12.586 23.124 2.835
O 6.522 16.819 1.780
H 7.370 16.472 2.056
H 6.224 16.212 1.102
O 7.738 14.948 7.779
H 8.482 15.449 7.445
H 7.976 14.736 8.682
*
```

---

| no. | energy (eV) |
| --- | --- |
| 1 | -126818.8039 |
| 2 | -77208.4055 |
| 3 | -101413.0041 |